Computed, not measured: C4H8OP2 in the gas phase in a non-equilibrium geometry, with the ωB97M-V functional and the def2-TZVPD basis.

## Properties
2S+1 ... 3
LUMO energy (alpha / beta) ... 0.0351 / -0.0723 Ha
Strongest force on any atom ... 6.0 eV/A
E_HOMO (alpha / beta) ... -6.962 / -9.920 eV
Total energy ... -24899.142 eV
Orbital gap (alpha / beta) ... 7.9 / 8.0 eV
Net charge ... 0

The geometry in XYZ format:
```
15
Properties=species:S:1:pos:R:3:forces:R:3
C 1.509 0.525 1.241 5.351 -1.534 -2.135
C 0.329 0.246 -0.970 1.177 -1.542 -1.338
C -1.768 -0.725 -0.085 0.861 1.493 1.126
C -1.047 0.541 -0.396 -0.468 0.583 -4.254
O 2.762 -1.519 -0.354 -1.784 1.103 0.323
P 1.734 1.276 -0.362 -0.530 2.397 -1.462
P 1.392 -1.029 0.136 0.327 -0.512 0.148
H 2.508 0.753 1.696 -0.935 -0.924 0.299
H 0.746 0.660 1.861 -3.414 0.895 2.432
H 0.266 0.003 -2.090 0.376 0.221 1.744
H -1.884 -1.376 -0.856 -0.022 -1.847 -2.427
H -2.701 -0.510 0.279 -2.575 0.546 0.898
H -1.254 -1.190 0.710 0.641 -0.896 0.899
H -1.013 1.149 0.433 0.203 1.399 1.973
H -1.577 1.196 -1.241 0.791 -1.381 1.773
```
Forces are in eV/Å.

=====

Computed, not measured: 2 unconnected molecules or ions with the total composition C4H11N3O2 in a non-equilibrium geometry, with the ωB97M-V functional and the def2-TZVPD basis.

## Properties
2S+1 ... 1
LUMO energy ... 0.0278 Ha
Strongest force on any atom ... 3.9 eV/A
E_HOMO ... -8.925 eV
Total energy ... -12890.154 eV
SMILES ... CN=C(N)N.CC(=O)O
Orbital gap ... 9.7 eV
Net charge ... 0

The geometry in XYZ format:
```
20
Properties=species:S:1:pos:R:3:forces:R:3
C 0.813 1.605 1.293 1.060 -0.236 -2.574
N 0.950 0.224 0.784 -1.199 1.117 -0.087
C 1.921 -0.231 0.144 2.089 -1.121 -0.345
N 3.325 0.149 0.138 -1.266 -0.514 -1.567
N 1.758 -1.370 -0.650 0.927 -0.915 -0.241
H -0.251 1.766 1.258 -0.377 0.226 0.927
H 1.162 2.399 0.473 0.075 -1.472 2.014
H 1.295 1.623 2.273 -0.295 0.862 -0.127
H 3.698 0.502 -0.732 -0.205 -0.241 0.011
H 3.810 0.513 0.907 -0.096 0.705 1.322
H 0.725 -1.677 -0.783 2.832 0.058 0.531
H 2.704 -1.967 -0.730 -3.648 1.492 0.100
C -3.647 -0.340 -0.194 -1.492 -1.392 -3.264
C -2.292 -0.783 -0.603 2.561 -0.107 1.486
O -1.870 -1.813 -0.192 0.360 -2.020 0.437
O -1.472 0.000 -1.332 -1.542 2.441 -1.470
H -4.081 -0.858 0.670 0.521 0.097 -0.510
H -4.262 -0.531 -1.161 0.466 -0.377 1.575
H -3.789 0.677 -0.211 0.133 2.643 0.742
H -0.497 0.111 -1.349 -0.904 -1.245 1.041
```
Forces are in eV/Å.

=====

Computed, not measured: a molecular structure, C13H8F3NPbS in a non-equilibrium geometry, with the ωB97M-V functional and the def2-TZVPD basis.

## Properties
2S+1 ... 1
LUMO energy ... -0.3747 Ha
Strongest force on any atom ... 1.9 eV/A
E_HOMO ... -14.973 eV
Total energy ... -39318.769 eV
Orbital gap ... 4.8 eV
Net charge ... +2

The geometry in XYZ format:
```
27
Properties=species:S:1:pos:R:3:forces:R:3
F 4.488 0.038 -0.276 -0.474 -0.246 -0.209
C 3.312 -0.080 0.274 0.907 1.559 0.409
F 2.743 -1.334 -0.187 1.497 -0.283 -1.133
F 3.495 -0.252 1.593 -0.205 -0.619 -0.275
C 2.286 0.918 -0.045 -0.738 0.012 0.206
C 2.511 2.054 -0.786 0.127 -0.495 0.106
C 1.415 2.880 -1.006 -0.085 1.186 -0.616
C 0.153 2.638 -0.511 0.120 -0.461 0.381
C -0.077 1.471 0.246 -0.337 0.549 0.037
C 1.001 0.643 0.458 0.202 -1.286 0.278
S 0.614 -0.867 1.431 -0.661 0.147 0.432
C -0.991 -1.266 0.732 0.760 0.491 0.154
C -1.397 -2.564 0.452 0.491 0.603 -0.045
C -2.641 -2.741 -0.107 0.039 -1.272 0.049
C -3.460 -1.658 -0.363 -0.596 0.360 -0.209
C -3.053 -0.370 -0.077 0.050 -0.141 -0.022
C -1.789 -0.168 0.472 -0.498 0.715 0.228
N -1.356 1.164 0.762 0.411 -0.653 -1.009
H 3.494 2.262 -1.201 -0.234 0.083 0.096
H 1.570 3.770 -1.615 -0.075 -0.153 0.179
H -0.679 3.319 -0.684 0.272 -0.066 -0.091
H -0.698 -3.379 0.659 -0.413 -0.162 -0.047
H -2.957 -3.758 -0.332 -0.104 0.288 -0.039
H -4.438 -1.799 -0.817 0.206 -0.112 0.121
H -3.703 0.477 -0.296 0.157 -0.182 0.077
H -2.043 1.811 0.387 0.037 0.119 0.354
Pb 2.200 -3.210 0.838 -0.858 0.020 0.588
```
Forces are in eV/Å.

=====

Computed, not measured: C25H27N3O3S in the gas phase in a non-equilibrium geometry, with the ωB97M-V functional and the def2-TZVPD basis.

## Properties
2S+1 ... 1
LUMO energy ... 0.0156 Ha
Strongest force on any atom ... 1.0 eV/A
E_HOMO ... -8.366 eV
Total energy ... -47811.672 eV
SMILES ... CN(c1cccc(NC(=O)c2ccc(CN3CCc4ccccc4C3)cc2)c1)S(C)(=O)=O
Orbital gap ... 8.8 eV
Net charge ... 0

The geometry in XYZ format:
```
59
Properties=species:S:1:pos:R:3:forces:R:3
C -4.993 -2.129 -0.274 0.067 -0.530 0.062
N -5.653 -0.852 -0.417 -0.977 -0.292 0.124
C -4.896 0.320 -0.400 0.249 0.975 -0.102
C -5.500 1.556 -0.636 -0.043 0.142 -0.063
C -4.740 2.711 -0.626 0.101 -0.092 0.083
C -3.381 2.669 -0.382 0.081 -0.068 0.013
C -2.768 1.440 -0.151 -0.392 -0.019 -0.069
N -1.390 1.429 0.084 0.147 0.383 -0.103
C -0.582 0.386 0.441 0.006 0.114 0.011
O -0.972 -0.747 0.642 -0.052 -0.113 0.043
C 0.852 0.761 0.588 0.373 -0.014 0.029
C 1.610 0.068 1.527 -0.161 0.000 -0.021
C 2.955 0.334 1.678 -0.112 0.235 -0.002
C 3.589 1.272 0.869 -0.145 0.202 0.047
C 5.086 1.457 0.934 0.109 -0.021 0.007
N 5.876 0.536 0.131 0.158 0.006 0.136
C 5.793 0.682 -1.305 0.043 0.002 -0.203
C 4.533 0.088 -1.965 0.077 0.115 -0.007
C 3.912 -1.030 -1.171 0.026 -0.075 -0.035
C 2.701 -1.571 -1.587 0.036 -0.025 0.044
C 2.098 -2.592 -0.880 -0.103 -0.026 -0.062
C 2.710 -3.095 0.256 0.004 -0.097 0.101
C 3.906 -2.554 0.687 0.083 -0.038 -0.126
C 4.506 -1.513 -0.010 -0.006 -0.181 -0.096
C 5.768 -0.863 0.496 0.183 0.016 -0.043
C 2.822 1.985 -0.045 0.099 0.049 0.188
C 1.470 1.736 -0.189 -0.164 -0.073 0.034
C -3.523 0.273 -0.161 -0.051 -0.346 0.023
S -7.274 -0.811 0.025 -0.160 0.195 0.607
C -7.241 -0.121 1.702 0.063 -0.339 -0.878
O -8.005 0.081 -0.821 0.162 0.217 -0.007
O -7.729 -2.166 0.100 0.198 -0.169 0.166
H -4.474 -2.220 0.685 0.045 -0.008 -0.022
H -5.765 -2.890 -0.335 0.259 -0.090 -0.026
H -4.280 -2.271 -1.086 0.002 0.048 0.026
H -6.553 1.604 -0.851 -0.011 0.110 -0.063
H -5.219 3.660 -0.816 -0.045 0.076 -0.023
H -2.796 3.578 -0.377 0.071 0.095 0.001
H -0.954 2.339 0.030 -0.005 -0.220 0.078
H 1.124 -0.684 2.130 -0.043 -0.094 0.037
H 3.524 -0.202 2.423 0.085 -0.080 0.067
H 5.423 1.337 1.969 -0.048 0.091 -0.034
H 5.349 2.466 0.605 -0.038 -0.017 0.087
H 6.679 0.178 -1.709 -0.049 0.079 -0.055
H 5.878 1.744 -1.549 0.055 -0.032 -0.043
H 3.776 0.862 -2.110 0.043 -0.054 -0.070
H 4.797 -0.287 -2.958 -0.020 0.055 -0.006
H 2.228 -1.178 -2.477 -0.067 0.051 -0.097
H 1.151 -2.991 -1.207 -0.097 -0.036 -0.025
H 2.247 -3.897 0.811 -0.054 -0.069 0.058
H 4.380 -2.930 1.583 0.034 -0.029 0.132
H 6.642 -1.374 0.068 -0.040 -0.011 0.116
H 5.835 -0.953 1.583 0.008 -0.049 0.001
H 3.293 2.742 -0.657 0.066 0.046 -0.081
H 0.914 2.279 -0.942 -0.051 0.036 -0.061
H -3.017 -0.656 0.021 -0.006 -0.058 0.024
H -8.267 0.001 2.024 -0.198 -0.011 -0.041
H -6.732 0.833 1.670 0.079 0.163 0.008
H -6.722 -0.828 2.335 0.121 -0.127 0.110
```
Forces are in eV/Å.